# 1
Density functional theory data (wB97M-V/def2-TZVPD) for 2 unconnected molecules or ions with the total composition C6H7NO2.

Computed properties:
Energy above the lowest of the compared OMol25 structures with the same formula, charge and spin, kJ/mol: 812.3
HOMO-LUMO gap (spin up / spin down), eV: 8.35 / 8.05
HOMO level (spin up / spin down), eV: -8.2 / -8.1
Lowest unoccupied orbital energy (spin up / spin down), eV: 0.1 / -0.1

Each line ends with the Mulliken charge.
Geometry (Å):
C: -0.879171 -0.711472 -1.844752  -0.4188
C: -1.151678 0.585981 -2.202608  -0.4483
C: -0.104076 -0.707793 -0.650012  0.6771
C: -0.237217 0.612553 -0.286737  -0.1885
C: 0.579374 1.973393 1.684577  0.3332
C: 0.491617 -1.893100 0.161258  -1.2631
N: 1.271019 1.111154 2.521317  -0.4827
O: -0.732379 1.417197 -1.155162  -0.2827
O: -0.083920 1.561940 2.804049  -0.2791
H: -1.126027 -1.644501 -2.387729  0.3284
H: -1.639584 0.998913 -3.129882  0.3380
H: 0.610901 2.955572 1.306198  0.3392
H: -0.258670 -2.189086 0.726836  0.3463
H: 0.618313 -2.651380 -0.651579  0.3390
H: 1.401850 -1.529081 0.594058  0.3491
H: 1.239648 0.109710 2.510168  0.3129

Cartesian forces (eV/Å) of the 2 atoms listed first:
C 0.3 -0.4 -1.4
C -0.8 -0.5 -0.8

# 2
Density functional theory data (wB97M-V/def2-TZVPD) for a single C4H6O2 molecule.

Computed properties:
Energy above the lowest of the compared OMol25 structures with the same formula, charge and spin, kJ/mol: 206.0
HOMO-LUMO gap, eV: 9.88
HOMO level, eV: -8.9
Lowest unoccupied orbital energy, eV: 1.0
Structure (SMILES): C=C(O)[C@@H]1CO1

Each line ends with the Mulliken charge.
Geometry (Å):
C: 1.285135 1.350038 -0.579097  -0.9195
C: 0.229265 0.542700 -0.627616  0.3939
O: -0.207023 -0.077797 -1.748828  -0.5431
C: -0.507080 0.123668 0.608863  0.0145
C: -0.468489 -1.300748 0.938443  -0.2369
O: -1.633527 -0.711696 0.352369  -0.4979
H: 1.895668 1.558223 -1.450033  0.2885
H: 1.578217 1.777123 0.373863  0.2499
H: -1.036221 -0.532807 -1.495549  0.3795
H: -0.651074 0.867275 1.390648  0.3899
H: -0.584604 -1.644891 1.963159  0.2680
H: 0.099733 -1.951088 0.273779  0.2130

Cartesian forces (eV/Å) of the 2 atoms listed first:
C -0.1 0.0 0.0
C 0.2 0.1 0.2

# 3
Density functional theory data (wB97M-V/def2-TZVPD) for a single C19H30N2O2 molecule.

Computed properties:
Energy above the lowest of the compared OMol25 structures with the same formula, charge and spin, kJ/mol: 138.5
HOMO-LUMO gap, eV: 8.66
HOMO level, eV: -8.5
Lowest unoccupied orbital energy, eV: 0.2
Structure (SMILES): CC(=O)c1cccc(CN2CCN(CC(C)C)[C@@H](CCO)C2)c1

Each line ends with the Mulliken charge.
Geometry (Å):
C: -0.809872 -4.719075 -0.345069  -1.2467
C: -2.266580 -4.333388 -0.457429  0.7427
O: -3.028547 -4.946969 -1.170750  -0.6089
C: -2.724216 -3.171152 0.347522  0.2748
C: -4.090920 -2.882446 0.363498  -0.7908
C: -4.569914 -1.811052 1.089152  -0.7511
C: -3.692336 -1.000186 1.792932  -0.5193
C: -2.330702 -1.267834 1.784704  -0.0896
C: -1.332388 -0.383413 2.483623  -1.2107
N: -0.309012 0.004416 1.528927  0.5802
C: 0.898056 0.534849 2.124518  -1.0113
C: 1.951483 0.705344 1.033326  -0.6798
N: 1.449880 1.573177 -0.012434  0.5074
C: 2.466643 1.961066 -0.973146  -1.6552
C: 3.256171 3.184328 -0.484924  1.0958
C: 4.353330 3.534013 -1.485970  -1.6469
C: 2.311850 4.363459 -0.275440  -1.4986
C: 0.210198 1.081269 -0.588890  -0.2927
C: 0.326986 -0.252452 -1.355682  0.0016
C: -0.788149 -0.421038 -2.389249  -0.6409
O: -0.685786 -1.627643 -3.107911  -0.5572
C: -0.807163 0.946333 0.546410  -1.3917
C: -1.856447 -2.359397 1.070225  0.6555
H: -0.625176 -5.596753 -0.959511  0.3488
H: -0.168142 -3.907829 -0.682442  0.2737
H: -0.564963 -4.944564 0.690548  0.4009
H: -4.756061 -3.516228 -0.203364  0.5100
H: -5.627961 -1.595752 1.100922  0.3994
H: -4.067920 -0.151909 2.347404  0.4052
H: -0.847453 -0.948894 3.286060  0.4013
H: -1.837384 0.486466 2.938132  0.3404
H: 1.264227 -0.166456 2.878712  0.4362
H: 0.717957 1.510942 2.609181  0.2906
H: 2.842118 1.164806 1.466515  0.4540
H: 2.234671 -0.287944 0.644924  0.2734
H: 3.167812 1.136544 -1.182011  0.3457
H: 1.972629 2.225249 -1.911101  0.5491
H: 3.724396 2.940234 0.473945  0.2063
H: 5.039850 2.699852 -1.614437  0.3908
H: 4.920828 4.395448 -1.141924  0.4311
H: 3.920002 3.773631 -2.454830  0.3466
H: 2.841747 5.208993 0.156789  0.4342
H: 1.505852 4.071612 0.391837  0.3328
H: 1.880162 4.674812 -1.224229  0.2838
H: -0.144752 1.854466 -1.281184  0.5944
H: 0.285249 -1.073474 -0.637698  0.0193
H: 1.284666 -0.295550 -1.877887  0.3365
H: -0.719647 0.368139 -3.142766  0.3745
H: -1.770917 -0.349119 -1.902668  0.2482
H: -0.876587 -2.364560 -2.517597  0.2678
H: -1.756125 0.578965 0.152360  0.4402
H: -0.977382 1.940320 0.996867  0.3178
H: -0.794258 -2.543659 1.081511  0.2806

Cartesian forces (eV/Å) of the 2 atoms listed first:
C -0.1 -0.3 -0.2
C 0.3 -0.2 -0.1

# 4
Density functional theory data (wB97M-V/def2-TZVPD) for a molecular structure, C3H7IN4.

Computed properties:
Energy above the lowest of the compared OMol25 structures with the same formula, charge and spin, kJ/mol: 235.9
HOMO-LUMO gap, eV: 7.17
HOMO level, eV: -6.9
Lowest unoccupied orbital energy, eV: 0.3

Each line ends with the Mulliken charge.
Geometry (Å):
C: -0.021501 -1.321998 1.051840  -0.7003
C: 0.464132 0.019343 1.513399  -0.6056
C: 0.510327 1.137938 0.535501  -0.4853
N: -0.534675 1.415817 -1.333244  0.0955
N: 0.509737 0.826748 -1.830153  0.2877
N: -0.701127 1.440425 -0.067657  -0.4398
N: 1.401205 0.466817 -0.996285  -0.7029
I: -0.792964 0.921307 3.204608  -0.0212
H: -0.330116 -1.217636 -0.072717  0.2051
H: -0.843972 -1.683419 1.580282  0.3302
H: 0.857169 -2.028476 1.232417  0.2084
H: 1.323944 -0.002468 2.103227  0.6160
H: 1.070985 1.926121 0.750452  0.6366
H: -1.476846 1.555761 -1.865877  0.3299
H: 0.483841 0.623445 -2.820659  0.2456

Cartesian forces (eV/Å) of the 2 atoms listed first:
C 1.8 0.0 -2.4
C -1.6 1.2 1.2

Strongest force on any atom across the listed records, respectively: 0.12151; 0.00675; 0.01124; 0.11488 Eh/bohr.
DFT total energy across the listed records, respectively: -437.758383; -306.427829; -1001.974529; -634.998527 Eh.